(1)
{"formula": "C3H7IN2", "method": "ωB97M-V/def2-TZVPD", "elements": ["H", "N", "N", "C", "H", "H", "H", "C", "C", "I", "H", "H", "H"], "positions_angstrom": [[2.551, 1.376, 0.623], [2.254, 0.628, 1.151], [1.268, 0.172, 0.618], [0.970, 0.733, -0.691], [1.649, 1.526, -1.140], [0.784, -0.029, -1.458], [-0.135, 1.028, -0.746], [-1.052, -1.533, 0.383], [-1.886, -0.542, 0.390], [-3.526, -0.222, -0.930], [-0.794, -2.549, -0.023], [-0.406, -0.972, 0.893], [-1.675, 0.384, 0.932]], "mulliken_charge": [0.287, -0.639, 0.263, -0.837, 0.365, 0.303, 0.212, -0.590, -0.553, -0.030, 0.313, 0.446, 0.459], "relative_energy_kcal_mol": 103.3, "smiles": "[H]/N=N\\C.C=CI", "multiplicity": 1, "energy_ha": -525.546524, "total_charge": 0}

(2)
{"formula": "C12H21BO8", "method": "ωB97M-V/def2-TZVPD", "elements": ["C", "C", "C", "O", "C", "O", "O", "H", "H", "H", "H", "H", "H", "C", "C", "C", "O", "C", "O", "O", "H", "H", "H", "H", "H", "H", "B", "C", "C", "O", "C", "C", "O", "H", "H", "H", "H", "H", "H", "H", "H", "H"], "positions_angstrom": [[3.259, -3.272, 4.356], [2.587, -3.019, 3.016], [1.076, -3.012, 3.028], [0.755, -3.422, 1.691], [1.787, -4.185, 1.243], [1.766, -4.842, 0.256], [2.840, -4.094, 2.087], [3.910, -4.141, 4.297], [3.864, -2.418, 4.654], [2.529, -3.444, 5.148], [2.969, -2.104, 2.559], [0.648, -2.033, 3.229], [0.661, -3.743, 3.725], [-1.201, 6.406, 0.240], [-0.200, 5.400, -0.303], [-0.736, 4.421, -1.324], [0.118, 3.284, -1.139], [0.562, 3.309, 0.147], [1.139, 2.423, 0.680], [0.250, 4.493, 0.726], [-1.269, 6.328, 1.323], [-0.901, 7.424, -0.006], [-2.196, 6.251, -0.178], [0.687, 5.907, -0.690], [-0.666, 4.779, -2.348], [-1.765, 4.122, -1.110], [-1.189, 0.527, -1.539], [-1.750, 0.438, -3.009], [-1.463, -0.939, -3.627], [-0.866, -1.826, -2.673], [-1.718, -2.620, -1.985], [-0.997, -3.502, -1.007], [-2.922, -2.592, -2.126], [-0.039, 0.624, -1.276], [-1.969, 0.474, -0.633], [-1.235, 1.197, -3.605], [-2.810, 0.682, -3.065], [-2.357, -1.364, -4.068], [-0.731, -0.826, -4.422], [-1.583, -3.563, -0.096], [-0.795, -4.481, -1.427], [-0.046, -3.048, -0.750]], "mulliken_charge": [-1.235, 0.577, -0.683, -0.255, 0.610, -0.507, -0.377, 0.322, 0.302, 0.340, 0.283, 0.320, 0.324, -1.240, 0.544, -0.637, -0.267, 0.603, -0.533, -0.364, 0.319, 0.306, 0.345, 0.288, 0.327, 0.326, 0.136, -0.552, -0.406, -0.414, 0.686, -0.777, -0.617, -0.083, -0.106, 0.329, 0.271, 0.360, 0.311, 0.309, 0.316, 0.197], "smiles": "C[C@@H]1COC(=O)O1.C[C@@H]1COC(=O)O1.BCCOC(C)=O", "multiplicity": 1, "energy_ha": -1096.614893, "total_charge": 0}

(3)
{"formula": "C27H38N4O7", "method": "ωB97M-V/def2-TZVPD", "elements": ["C", "O", "C", "C", "N", "C", "O", "C", "C", "C", "N", "C", "O", "C", "C", "C", "O", "C", "C", "O", "C", "C", "C", "N", "C", "C", "O", "N", "C", "C", "C", "C", "C", "C", "C", "C", "C", "O", "H", "H", "H", "H", "H", "H", "H", "H", "H", "H", "H", "H", "H", "H", "H", "H", "H", "H", "H", "H", "H", "H", "H", "H", "H", "H", "H", "H", "H", "H", "H", "H", "H", "H", "H", "H", "H", "H"], "positions_angstrom": [[-0.603, 2.136, -2.211], [0.629, 1.929, -1.568], [0.525, 1.950, -0.165], [1.904, 1.623, 0.413], [1.940, 1.678, 1.855], [1.672, 0.609, 2.632], [1.328, -0.463, 2.163], [1.931, 0.839, 4.109], [1.228, -0.189, 4.994], [-0.246, 0.156, 5.206], [-0.976, 0.210, 3.946], [-1.200, 1.449, 3.371], [-0.759, 2.467, 3.872], [-2.000, 1.414, 2.156], [-2.416, 2.601, 1.555], [-3.138, 2.617, 0.376], [-3.416, 3.858, -0.115], [-4.453, 4.052, -1.052], [-3.471, 1.377, -0.224], [-4.147, 1.393, -1.404], [-4.487, 0.170, -2.020], [-3.082, 0.196, 0.391], [-2.333, 0.191, 1.567], [-1.901, -0.983, 2.147], [-2.067, -2.245, 1.455], [-1.429, -2.234, 0.058], [-2.028, -2.662, -0.913], [-0.203, -1.703, 0.017], [0.589, -1.665, -1.192], [1.929, -2.381, -0.985], [2.795, -2.249, -2.207], [3.711, -1.297, -2.318], [4.582, -1.098, -3.520], [4.554, -2.313, -4.442], [3.115, -2.776, -4.636], [2.544, -3.248, -3.302], [-1.273, -1.013, 3.373], [-1.005, -2.055, 3.928], [-1.053, 3.090, -1.912], [-1.308, 1.328, -1.980], [-0.397, 2.146, -3.280], [0.187, 2.939, 0.183], [-0.208, 1.206, 0.177], [2.178, 0.610, 0.109], [2.636, 2.323, 0.007], [2.069, 2.578, 2.288], [1.622, 1.848, 4.384], [3.013, 0.760, 4.246], [1.709, -0.230, 5.971], [1.299, -1.173, 4.528], [-0.715, -0.608, 5.829], [-0.348, 1.138, 5.671], [-2.155, 3.537, 2.022], [-5.382, 3.577, -0.729], [-4.182, 3.680, -2.042], [-4.596, 5.132, -1.096], [-5.187, -0.405, -1.407], [-4.971, 0.446, -2.955], [-3.605, -0.441, -2.233], [-3.350, -0.737, -0.068], [-3.126, -2.504, 1.358], [-1.578, -3.007, 2.069], [0.260, -1.387, 0.864], [0.003, -2.151, -1.975], [0.775, -0.626, -1.484], [1.741, -3.435, -0.771], [2.426, -1.940, -0.118], [3.858, -0.588, -1.513], [5.607, -0.891, -3.200], [4.231, -0.213, -4.062], [5.010, -2.065, -5.403], [5.133, -3.124, -3.994], [3.068, -3.584, -5.369], [2.517, -1.942, -5.012], [1.471, -3.428, -3.394], [3.008, -4.200, -3.021]], "mulliken_charge": [-0.418, -0.491, 0.366, -0.470, 0.021, 0.011, -0.726, -0.776, -0.692, -1.346, 0.018, 0.722, -0.716, 0.410, -0.833, 0.211, -0.462, -0.850, 1.033, -0.497, -0.939, -0.071, -0.623, 0.058, -1.198, 0.802, -0.740, 0.492, -0.622, -1.057, 0.595, -0.337, -0.763, -0.747, -0.802, -0.594, 0.700, -0.678, 0.288, -0.007, 0.387, 0.666, -0.452, -0.398, 0.481, 0.336, 0.453, 0.490, 0.511, 0.342, 0.428, 0.514, 0.512, 0.303, 0.231, 0.336, 0.332, 0.278, 0.352, 0.608, 0.323, 0.490, 0.140, 0.558, -0.101, 0.411, 0.374, 0.270, 0.377, 0.257, 0.323, 0.331, 0.335, 0.297, 0.320, 0.314], "relative_energy_kcal_mol": 2.4, "smiles": "COCCNC(=O)CCCn1c(=O)c2cc(OC)c(OC)cc2n(CC(=O)NCCC2=CCCCC2)c1=O", "multiplicity": 1, "energy_ha": -1797.443577, "total_charge": 0}

(4)
{"formula": "C35H34Cl5MnN8O2S2", "method": "ωB97M-V/def2-TZVPD", "elements": ["Mn", "Cl", "C", "C", "C", "Cl", "C", "Cl", "C", "Cl", "C", "Cl", "N", "C", "N", "C", "C", "C", "C", "C", "C", "S", "H", "H", "H", "H", "H", "H", "C", "C", "C", "C", "C", "C", "C", "S", "C", "O", "H", "H", "H", "H", "H", "H", "H", "H", "H", "H", "C", "N", "C", "C", "O", "H", "H", "H", "H", "H", "H", "H", "C", "C", "N", "C", "C", "N", "C", "N", "N", "N", "C", "C", "C", "C", "C", "C", "H", "H", "H", "H", "H", "H", "H", "H", "H", "H", "H"], "positions_angstrom": [[1.598, 0.088, -0.357], [0.399, -1.340, 2.957], [1.941, -0.577, 2.835], [2.387, -0.138, 1.600], [3.715, 0.130, 1.364], [4.140, 0.560, -0.239], [4.637, -0.156, 2.333], [6.308, -0.267, 1.882], [4.215, -0.452, 3.640], [5.332, -0.622, 4.830], [2.896, -0.713, 3.881], [2.334, -1.031, 5.479], [-0.103, 2.143, -2.407], [0.287, 2.749, -1.276], [1.144, 2.173, -0.426], [1.549, 3.153, 0.532], [2.397, 3.014, 1.618], [2.606, 4.095, 2.507], [1.856, 5.223, 2.453], [0.997, 5.395, 1.374], [0.821, 4.359, 0.461], [0.000, 4.391, -1.093], [0.170, 1.222, -2.608], [-0.843, 2.530, -2.950], [3.044, 2.094, 1.636], [3.307, 3.933, 3.297], [1.911, 5.920, 3.254], [0.285, 6.213, 1.326], [-2.045, -7.214, 0.173], [-1.107, -6.033, 0.229], [-0.710, -5.519, 1.425], [0.193, -4.477, 1.468], [0.745, -3.968, 0.303], [0.220, -4.453, -0.916], [-0.707, -5.460, -0.958], [2.149, -2.933, 0.585], [3.451, -4.012, -0.283], [1.946, -1.734, -0.477], [-2.933, -6.984, 0.748], [-1.512, -8.080, 0.477], [-2.372, -7.397, -0.855], [-1.121, -5.887, 2.366], [0.693, -4.055, 2.387], [0.615, -4.091, -1.846], [-1.106, -5.838, -1.918], [3.032, -4.356, -1.231], [3.656, -4.840, 0.411], [4.349, -3.497, -0.418], [1.926, 0.769, -5.086], [2.773, -0.201, -4.373], [3.795, -0.887, -5.104], [2.523, -0.511, -3.130], [1.618, 0.034, -2.451], [2.523, 1.683, -5.177], [1.005, 1.055, -4.555], [1.758, 0.358, -6.097], [3.372, -1.607, -5.827], [4.414, -1.454, -4.400], [4.445, -0.136, -5.586], [3.139, -1.271, -2.699], [-1.061, 1.482, 1.691], [-1.327, 0.427, 0.675], [-0.409, -0.205, -0.083], [-1.051, -1.107, -0.909], [-2.355, -1.058, -0.603], [-2.520, -0.036, 0.341], [-3.822, 0.471, 0.744], [-3.932, 1.828, 0.431], [-3.168, 2.380, -0.564], [-3.548, 3.554, -0.861], [-4.709, 3.825, -0.092], [-5.610, 4.883, -0.131], [-6.711, 4.866, 0.691], [-6.927, 3.762, 1.604], [-6.017, 2.709, 1.564], [-4.926, 2.687, 0.732], [-0.062, 1.254, 2.033], [-1.735, 1.352, 2.529], [-0.975, 2.467, 1.238], [-0.580, -1.751, -1.579], [-3.095, -1.761, -0.789], [-4.088, 0.213, 1.829], [-4.406, -0.175, 0.161], [-5.532, 5.756, -0.775], [-7.511, 5.604, 0.665], [-7.803, 3.659, 2.179], [-6.174, 1.823, 2.187]], "lowdin_spin": [3.518, -0.002, -0.018, -0.322, -0.030, -0.017, -0.016, -0.016, 0.019, 0.011, -0.016, -0.012, 0.007, 0.002, -0.059, -0.005, -0.002, 0.000, -0.002, -0.002, -0.003, -0.003, 0.000, 0.000, -0.001, 0.000, 0.000, 0.000, 0.000, 0.000, 0.000, 0.001, 0.003, 0.000, 0.000, 0.013, -0.003, -0.007, 0.000, 0.000, 0.000, 0.000, 0.000, 0.000, 0.000, 0.000, 0.000, 0.000, 0.001, 0.007, 0.001, 0.004, 0.048, 0.000, 0.000, 0.000, 0.000, 0.000, 0.000, 0.000, 0.002, 0.005, -0.101, -0.007, -0.003, 0.003, -0.001, 0.000, 0.000, 0.000, 0.000, 0.000, 0.000, 0.000, 0.000, 0.000, 0.000, 0.000, 0.001, 0.000, -0.001, 0.000, 0.000, 0.000, 0.000, 0.000, 0.000], "multiplicity": 4, "energy_ha": -6190.015143, "total_charge": 3, "s2": 4.2269}

(5)
{"formula": "C3H10NOS", "method": "ωB97M-V/def2-TZVPD", "elements": ["N", "C", "C", "O", "C", "S", "H", "H", "H", "H", "H", "H", "H", "H", "H", "H"], "positions_angstrom": [[-0.418, 0.273, 1.383], [0.329, -0.090, -0.043], [-0.269, -1.426, -0.551], [-0.609, -2.226, 0.652], [0.261, 1.114, -0.886], [1.032, 2.526, 0.009], [-0.022, -0.113, 2.292], [-0.401, 1.319, 1.392], [-1.335, -0.157, 1.250], [1.446, -0.151, 0.340], [0.425, -2.027, -1.170], [-1.095, -1.283, -1.121], [-1.313, -2.965, 0.682], [0.694, 0.933, -2.021], [-0.711, 1.611, -1.267], [1.986, 2.661, -0.941]], "mulliken_charge": [-0.386, 0.282, -0.619, -0.581, -0.848, -0.213, 0.344, 0.292, 0.368, 0.257, 0.354, 0.427, 0.338, 0.412, 0.357, 0.216], "relative_energy_kcal_mol": 43.1, "smiles": "[NH3+][C@@H](CO)CS", "multiplicity": 1, "energy_ha": -648.169379, "total_charge": 1}

Sequential F_max output: 5.0 0.8 0.9 3.3 4.8 eV/Å